ORCA calculation (the ωB97M-V functional and the def2-TZVPD basis) on a cluster of 2 separate species, CH2ClNO2S2 in total.

Cartesian coordinates (Å):
C -1.626 0.276 -0.163
N -0.592 0.849 0.257
O 2.685 0.603 -0.153
O 1.569 -1.319 1.065
S -3.146 0.894 0.204
S 1.542 -0.373 -0.018
Cl -1.460 -1.136 -1.177
H -0.762 1.311 1.119
H 1.790 -1.105 -1.133

Properties
Gap between HOMO and LUMO (spin up / spin down) (eV): 8.472 / 5.629
Max |F| (eV/A): 4.3
Relative energy (zero: lowest compared OMol25 entry of this formula, charge and spin) (kcal per mole): 80.2
LUMO energy (spin up / spin down) (eV): -2.0689 / -3.4113
Highest occupied orbital energy (spin up / spin down) (eV): -10.5 / -9.0


ORCA calculation (the ωB97M-V functional and the def2-TZVPD basis) on a cluster of 3 separate species, CH2ClNO3S in total.

Cartesian coordinates (Å):
C -3.375 1.085 0.016
N -0.024 -1.639 -0.055
O -3.462 0.138 0.688
O -3.225 1.919 -0.738
O 0.563 -0.122 -1.993
S 0.387 -1.475 -1.490
Cl -0.481 1.812 0.347
H 0.134 0.925 -0.373
H -0.011 -1.020 0.651

Properties
Gap between HOMO and LUMO (eV): 10.527
Max |F| (eV/A): 5.5
Relative energy (zero: lowest compared OMol25 entry of this formula, charge and spin) (kcal per mole): 5.5
LUMO energy (eV): -1.0902
Highest occupied orbital energy (eV): -11.6


ORCA calculation (the ωB97M-V functional and the def2-TZVPD basis) on an isolated molecule of CH2ClNO3S2.

Cartesian coordinates (Å):
C 1.164 0.011 -0.090
N -1.149 0.295 0.202
O 0.156 2.442 0.683
O -0.477 -1.749 -1.190
O -0.178 -1.775 1.241
S -0.005 1.483 -0.339
S -0.214 -1.092 0.074
Cl -2.832 0.216 -0.111
H 1.489 -0.099 -1.109
H 2.045 0.267 0.638

Properties
Gap between HOMO and LUMO (eV): 10.384
Max |F| (eV/A): 6.3
Relative energy (zero: lowest compared OMol25 entry of this formula, charge and spin) (kcal per mole): 0.9
LUMO energy (eV): -0.0168
Highest occupied orbital energy (eV): -10.4


ORCA calculation (the ωB97M-V functional and the def2-TZVPD basis) on an isolated molecule of CH2ClNOS.

Cartesian coordinates (Å):
H 2.502 0.054 0.177
N 1.754 -0.029 -0.479
C 0.660 0.196 0.140
O -0.632 0.408 -0.105
S -1.814 -0.043 -1.149
Cl -3.044 -0.858 0.210
H 0.574 0.272 1.207

Properties
Gap between HOMO and LUMO (eV): 9.327
Max |F| (eV/A): 3.4
Relative energy (zero: lowest compared OMol25 entry of this formula, charge and spin) (kcal per mole): 43.0
LUMO energy (eV): -0.0044
Highest occupied orbital energy (eV): -9.3


ORCA calculation (the ωB97M-V functional and the def2-TZVPD basis) on an isolated molecule of CH2ClNOS2.

Cartesian coordinates (Å):
O -2.061 -0.627 1.207
C -1.081 -0.983 0.667
N -0.374 0.120 -0.272
Cl -1.355 1.604 -0.338
S 0.811 -0.308 -1.317
S 2.406 0.366 -0.282
H -0.339 -1.778 0.465
H 1.994 1.607 -0.130

Properties
Gap between HOMO and LUMO (eV): 9.316
Max |F| (eV/A): 5.2
Relative energy (zero: lowest compared OMol25 entry of this formula, charge and spin) (kcal per mole): 26.1
LUMO energy (eV): 0.0509
Highest occupied orbital energy (eV): -9.3


ORCA calculation (the ωB97M-V functional and the def2-TZVPD basis) on a cluster of 2 separate species, CH2ClNS2 in total.

Cartesian coordinates (Å):
C 1.264 -0.417 0.354
N -0.881 -0.010 0.449
S 1.804 -0.914 1.716
S -1.150 0.825 -0.948
Cl 1.681 -0.046 -1.149
H -0.663 0.518 1.254
H -2.054 0.045 -1.676

Properties
Gap between HOMO and LUMO (eV): 7.461
Max |F| (eV/A): 3.8
Relative energy (zero: lowest compared OMol25 entry of this formula, charge and spin) (kcal per mole): 63.4
LUMO energy (eV): -0.4858
Highest occupied orbital energy (eV): -7.9


ORCA calculation (the ωB97M-V functional and the def2-TZVPD basis) on the ion CH2ClO3S with charge -1.

Cartesian coordinates (Å):
C 0.977 -0.309 -0.122
O -1.933 1.709 0.791
O -1.574 -0.741 0.552
O 0.307 0.845 -0.260
S -1.508 0.613 -0.072
Cl 1.680 -0.886 -1.657
H 1.823 -0.271 0.452
H 0.228 -0.960 0.316

Properties
Gap between HOMO and LUMO (eV): 8.079
Max |F| (eV/A): 2.8
Relative energy (zero: lowest compared OMol25 entry of this formula, charge and spin) (kcal per mole): 3.3
Net charge: -1
LUMO energy (eV): 3.6881
Highest occupied orbital energy (eV): -4.4


ORCA calculation (the ωB97M-V functional and the def2-TZVPD basis) on an isolated molecule of CH2ClOP.

Cartesian coordinates (Å):
C 0.707 0.591 0.146
O 0.874 1.740 0.373
P -1.036 -0.428 0.574
Cl 1.848 -0.491 -0.399
H -0.677 -1.376 -0.238
H -1.716 -0.037 -0.456

Properties
Gap between HOMO and LUMO (spin up / spin down) (eV): 6.599 / 7.454
Max |F| (eV/A): 6.0
Relative energy (zero: lowest compared OMol25 entry of this formula, charge and spin) (kcal per mole): 58.5
LUMO energy (spin up / spin down) (eV): 0.5624 / -3.3639
Spin multiplicity: 3
Highest occupied orbital energy (spin up / spin down) (eV): -6.0 / -10.8
<S²>: 2.0137


no.,total energy (Ha)
1,-1500.95871
2,-1178.15777
3,-1576.21670
4,-1027.60334
5,-1425.78688
6,-1350.48718
7,-1123.45825
8,-915.88530